Formula: C37H92B6F24N9O5
Source: the OMol25 dataset
Level of theory: wB97M-V/def2-TZVPD

As for the HOMO energy: -9.9 eV. Its orbital gap is 7.41 eV. The strongest force on any atom is 3.75 eV/Å. The total charge is +1.

```
173
Properties=species:S:1:pos:R:3:forces:R:3
C -2.71603 -6.03266 2.49757 0.310 0.673 -0.050
C -1.93921 -4.82213 3.20676 -0.934 -1.842 0.473
N -0.65834 -4.53399 2.60973 0.284 1.147 -2.230
C 0.52075 -5.17601 2.80472 2.760 0.765 -2.416
C 1.43052 -4.63895 1.82288 -1.583 -1.052 1.867
N 0.74809 -3.70353 1.10542 -1.931 -0.427 1.270
C -0.52688 -3.66370 1.58044 0.867 -0.133 -0.035
C 1.35900 -2.85484 0.09611 0.389 0.565 -0.166
H -3.79204 -6.05004 2.67076 0.115 0.255 0.784
H -2.31642 -7.00885 2.77230 0.076 0.173 0.363
H -2.69679 -6.05607 1.40799 0.586 0.606 -0.221
H -1.67397 -5.13173 4.21765 -0.469 -0.031 0.142
H -2.52387 -3.91042 3.32953 0.110 -0.109 -0.296
H 0.69649 -5.97645 3.50815 -0.119 0.320 0.064
H 2.45969 -4.81807 1.54881 -0.022 -0.222 0.642
H -1.33081 -3.05457 1.19436 0.316 0.133 0.199
H 2.22730 -2.36542 0.53726 -0.007 -0.137 0.094
H 0.70120 -2.04182 -0.21113 -0.231 -0.340 0.074
H 1.69646 -3.45732 -0.74724 -0.206 0.022 0.024
C -4.81862 0.30754 6.13515 0.317 -0.028 -0.516
C -3.47687 0.94183 5.80026 1.028 -0.616 -0.380
N -2.32816 0.11697 6.26579 2.487 -2.191 -0.651
C -1.40701 0.50157 7.19389 1.611 -1.233 1.132
C -0.41117 -0.52052 7.33169 -1.524 2.476 0.263
N -0.70159 -1.48702 6.43948 -2.104 1.290 -1.600
C -1.81335 -1.05741 5.73490 -0.520 -0.634 1.389
C 0.08537 -2.72822 6.17302 -0.879 0.300 -0.517
H -5.53371 0.68439 5.40390 -0.257 0.214 0.317
H -5.15059 0.44888 7.16370 0.061 0.259 -0.129
H -4.73931 -0.76136 5.93697 -0.025 -0.177 0.092
H -3.28936 1.94611 6.18022 -0.380 -0.192 0.337
H -3.31369 1.01645 4.72513 -0.307 -0.009 -0.122
H -1.55536 1.43368 7.71884 0.267 -0.187 0.229
H 0.44494 -0.60262 7.98494 -0.154 0.076 0.048
H -2.35402 -1.72101 5.07634 0.149 0.295 -0.117
H 1.00940 -2.70988 6.75090 -0.238 -0.034 -0.138
H 0.24852 -2.77700 5.09641 0.491 0.265 0.067
H -0.56124 -3.57961 6.38547 0.139 0.117 0.540
C -0.63754 5.73693 6.73214 -1.910 -0.457 0.645
N -2.01639 5.79596 6.00604 -0.719 -1.842 0.378
C -2.09281 4.49675 5.16310 0.846 0.887 -0.251
C -3.25698 5.73768 6.97484 0.687 1.256 -1.374
C -1.99211 7.00035 5.08144 0.414 0.167 -0.105
C -3.07701 7.14647 4.00371 -0.521 -0.758 0.483
O -4.37083 7.30363 4.56104 1.187 1.270 0.457
H -0.49673 6.60515 7.37592 0.003 0.358 -0.613
H 0.15382 5.54218 6.00831 -0.186 0.201 0.121
H -0.75645 4.93146 7.45683 0.268 -0.337 -0.226
H -3.03247 4.28151 4.65436 -0.236 0.757 0.237
H -1.87197 3.60439 5.74879 0.341 0.439 0.298
H -1.32093 4.70325 4.42171 0.005 -0.744 -0.172
H -3.32735 6.76388 7.33547 -0.098 -0.302 0.568
H -3.21591 4.95235 7.72961 0.637 0.133 -0.050
H -4.11755 5.58251 6.32410 0.149 -0.055 0.087
H -1.02212 6.89260 4.59605 -0.027 -0.025 -0.386
H -1.84957 7.90005 5.68003 -0.531 -0.098 0.339
H -2.98686 6.28876 3.33715 -0.378 -0.327 0.026
H -2.83845 7.98277 3.34662 0.233 0.363 0.324
H -5.01262 6.65984 4.25243 0.249 -0.377 -0.296
C 1.60116 -7.88212 9.11242 -0.093 0.808 -0.869
N 0.47449 -7.66958 8.11456 0.698 -1.043 -0.340
C 0.47864 -6.18455 7.69466 -1.374 -0.780 0.480
C 0.76807 -8.55425 6.81764 -1.148 1.019 0.605
C -0.82942 -8.03021 8.85960 0.236 -0.188 -0.339
C -1.14389 -9.52692 8.95013 -0.039 -0.848 -0.077
O -1.66922 -10.07756 7.77281 -0.779 0.928 -2.009
H 1.46720 -7.23630 9.98022 -0.181 0.146 -0.194
H 2.44384 -7.50567 8.53252 0.529 -0.551 0.527
H 1.65170 -8.91578 9.45459 0.128 0.061 -0.429
H 0.09978 -5.64536 8.56291 0.335 0.250 0.031
H -0.28995 -6.11766 6.92467 0.126 0.105 -0.137
H 1.43491 -5.79155 7.34941 0.164 -0.419 0.079
H -0.18895 -8.55959 6.29593 0.167 0.035 -0.114
H 1.05711 -9.59487 6.96488 -0.079 0.234 0.856
H 1.53785 -8.08600 6.20423 -0.043 0.376 0.396
H -1.69988 -7.46954 8.51896 0.179 -0.115 -0.885
H -0.70183 -7.61059 9.85747 0.274 -0.298 0.120
H -1.95032 -9.65020 9.67303 0.444 0.225 0.724
H -0.29457 -10.17959 9.15205 0.345 0.561 0.980
H -1.55398 -11.02052 7.63442 0.264 0.074 0.594
C -4.90255 0.57360 11.79760 0.264 -0.840 -0.073
N -4.33440 -0.86170 11.57689 -0.858 -0.670 1.049
C -2.96844 -1.07862 12.28946 -0.878 -0.157 -0.781
C -5.33661 -1.85728 12.30252 0.716 2.033 -0.976
C -4.19313 -1.07734 10.07958 -0.700 -0.072 -1.797
C -5.49163 -1.31837 9.22881 0.666 -1.294 0.394
O -6.38752 -0.26372 9.34388 -1.257 1.282 0.618
H -4.60750 0.93475 12.78280 0.315 -0.041 -0.239
H -5.99144 0.53801 11.76358 0.145 -0.253 -0.114
H -4.56404 1.19686 10.96992 0.227 0.093 0.422
H -3.16198 -1.07492 13.36213 0.097 0.588 -0.119
H -2.24668 -0.35254 11.91532 -0.129 0.064 0.191
H -2.63279 -2.08975 12.05908 0.017 0.111 -0.366
H -6.31363 -1.57926 11.90727 0.041 -0.693 -0.270
H -5.36726 -1.51536 13.33705 0.332 -0.316 0.026
H -5.01889 -2.89366 12.18823 -0.121 0.248 -0.114
H -3.51474 -1.88206 9.79618 0.123 -0.262 0.705
H -3.72680 -0.17965 9.67366 0.141 0.172 0.330
H -5.96843 -2.27494 9.44268 -0.029 -0.151 0.768
H -5.35469 -1.47260 8.15850 1.419 0.085 0.064
H -7.27619 -0.62236 9.28684 0.023 -0.053 0.027
C -11.64357 2.80967 5.98853 2.593 0.606 0.991
N -10.31521 3.63502 6.04962 0.157 -0.178 0.310
C -10.27115 4.60687 4.88145 -0.038 -1.040 0.601
C -10.22426 4.49570 7.31830 0.052 -0.823 -1.184
C -9.01885 2.74646 5.95791 -0.677 0.682 -0.515
C -8.81639 1.56481 6.86733 -0.116 0.302 0.541
O -8.66372 1.94492 8.22557 -0.835 -0.055 -0.212
H -12.48214 3.49993 6.08033 0.085 -0.233 -0.338
H -11.53331 2.19834 6.88419 -0.591 -0.182 -0.111
H -11.56860 2.18738 5.09677 -0.455 0.261 0.005
H -9.38258 5.23467 4.94791 -0.159 -0.026 0.119
H -11.20819 5.15333 4.98840 0.217 0.203 -0.571
H -10.17344 3.99497 3.98472 -0.358 0.333 -0.129
H -9.32584 5.09129 7.15645 -0.031 -0.033 0.412
H -10.11526 3.80845 8.15730 -0.176 0.395 0.082
H -11.09506 5.15130 7.31766 0.008 -0.185 0.348
H -8.22846 3.49456 6.01899 0.208 -0.315 -0.148
H -9.09884 2.31324 4.96091 0.367 0.320 -0.211
H -7.90253 1.02328 6.62299 0.124 0.214 -0.848
H -9.64322 0.87765 6.68768 -0.282 -0.269 0.352
H -8.65807 1.10848 8.69666 0.211 0.186 0.504
C -4.55560 -2.86830 1.42580 0.470 1.192 0.213
N -5.68711 -1.82266 1.39422 -0.941 -2.043 -2.297
C -5.74434 -1.24144 -0.05747 1.461 -0.126 1.853
C -7.00937 -2.65356 1.58074 1.023 1.590 0.533
C -5.46631 -0.68240 2.44551 -1.300 -1.762 -0.647
C -6.76624 0.13883 2.74251 1.803 0.055 -0.253
O -7.44420 -0.55016 3.77458 -0.188 -0.175 -0.058
H -3.64987 -2.36522 1.08718 -0.002 0.114 0.041
H -4.73656 -3.72498 0.77660 -0.493 0.300 -0.026
H -4.35482 -3.21585 2.43920 -0.460 0.140 0.124
H -6.63859 -0.62416 -0.14339 0.164 -0.295 -0.267
H -5.58195 -2.04191 -0.77925 -0.768 -0.068 0.123
H -4.82750 -0.65441 -0.11144 -0.201 0.443 -0.158
H -7.01651 -2.79052 2.66208 -0.773 -0.135 -0.175
H -7.07059 -3.60328 1.04934 0.851 0.141 -0.069
H -7.78491 -2.02508 1.14297 -0.247 -0.021 0.728
H -4.56076 -0.20312 2.07355 -0.223 0.558 0.240
H -5.25427 -1.29160 3.32416 0.209 0.454 0.347
H -7.37821 0.34072 1.86341 -0.116 -0.368 -0.190
H -6.41743 1.12051 3.06303 0.053 0.143 0.253
H -8.31533 -0.16964 3.90849 -0.032 0.079 -0.064
B -6.04866 4.15412 4.35033 0.861 -1.055 0.196
F -5.49721 5.25538 3.82798 1.834 2.052 -1.748
F -6.11086 4.32789 5.69662 -0.271 -0.246 2.255
F -7.27852 4.11497 3.81835 -3.052 -1.139 -0.933
F -5.26955 3.03173 4.03549 -0.002 -0.538 -0.062
B -1.60105 -0.07779 2.15623 2.256 1.254 0.473
F -2.02895 -1.19418 2.82064 -1.359 -1.542 0.818
F -2.53628 0.51290 1.38835 -2.577 0.431 -1.279
F -1.12005 0.88217 3.04078 -0.058 0.324 1.024
F -0.55741 -0.45762 1.34904 1.266 -0.894 -1.217
B 3.72369 -4.36643 5.03515 -0.085 0.830 -0.040
F 4.83248 -3.81343 5.51658 2.597 0.774 1.958
F 3.09753 -3.38639 4.34403 -1.986 1.992 -2.197
F 4.09310 -5.35703 4.18698 -0.200 -2.397 -1.192
F 2.81480 -4.72166 6.02096 -0.857 -1.458 1.291
B -2.48670 2.71387 10.11174 -0.547 -0.422 0.404
F -1.63379 3.59079 9.50665 0.793 1.322 -0.617
F -1.87283 1.49182 10.21307 0.869 -1.529 0.426
F -2.98676 3.11473 11.32696 0.231 0.690 1.313
F -3.61135 2.51926 9.33318 -1.555 -0.155 -1.796
B -4.05114 -4.34555 6.32807 0.482 -0.137 -0.058
F -2.77765 -3.92980 6.67188 1.058 0.790 0.316
F -4.32737 -3.86355 5.03887 -0.450 0.696 -1.042
F -4.02104 -5.70620 6.28555 -0.253 -1.812 -0.148
F -4.97909 -3.90630 7.23915 -0.822 0.661 0.580
B 0.53972 -2.82609 10.16104 -0.013 0.039 -1.684
F 1.24689 -2.43914 8.99535 0.176 0.647 -0.365
F -0.83549 -2.70779 9.85506 -0.667 0.158 0.223
F 0.85780 -4.14021 10.34476 0.026 -2.212 0.475
F 0.90172 -2.10524 11.23360 0.119 1.178 1.320
```
Positions in Å, forces in eV/Å.